A cluster of 2 separate species, C4H11N3 in total in a non-equilibrium geometry, computed with ωB97M-V/def2-TZVPD.

Geometry (Å):
H -2.52 -0.90 1.99
N -1.65 -0.46 1.67
C -0.65 -0.92 2.37
N 0.62 -1.11 1.86
H -0.75 -1.21 3.43
H 1.37 -1.44 2.44
H 0.85 -0.76 0.93
C 1.40 0.26 -2.28
C 0.32 0.43 -1.45
C -0.08 1.81 -0.90
N -0.40 -0.65 -0.86
H 1.67 -0.73 -2.57
H 1.99 1.08 -2.66
H 0.18 1.96 0.16
H -1.17 1.96 -0.99
H 0.40 2.59 -1.53
H -1.14 -0.40 -0.22
H -0.43 -1.50 -1.39

SMILES   [H]/N=C/N.C=C(C)N
Spin multiplicity   1
E_tot   -8795.8227 eV
HOMO energy   -7.76 eV

A cluster of 2 separate species, C4H10O2S in total in a non-equilibrium geometry, computed with ωB97M-V/def2-TZVPD.

Geometry (Å):
O -3.85 -1.22 -0.34
C -2.65 -1.18 -0.46
C -2.06 0.06 0.06
C -0.55 -0.04 -0.03
C -0.09 -0.36 -1.50
S 1.70 -0.59 -1.62
H -1.99 -1.88 -1.03
H -2.45 0.26 1.03
H -2.32 0.92 -0.47
H -0.19 0.89 0.37
H -0.10 -0.86 0.58
H -0.49 0.60 -1.85
H -0.71 -1.20 -1.85
H 2.03 0.63 -1.74
H 5.01 3.04 4.42
H 4.05 2.96 5.34
O 4.10 2.87 4.43

Spin multiplicity   2
E_tot   -19237.5935 eV
HOMO energy (spin up / spin down)   0.80 / -3.31 eV
Charge   -1

The ion C5H12NO with charge +1 in a non-equilibrium geometry, computed with ωB97M-V/def2-TZVPD.

Geometry (Å):
C 2.07 0.84 0.56
O 0.89 0.87 -0.26
N 0.13 -0.28 -0.10
C 0.81 -1.48 -0.58
C -0.79 -0.50 1.02
C -1.37 -0.20 -0.33
C -1.98 1.19 -0.50
H 2.43 1.83 0.69
H 2.87 0.45 0.02
H 1.95 0.41 1.54
H 1.65 -1.67 0.15
H 0.04 -2.32 -0.59
H 1.17 -1.51 -1.66
H -0.84 0.40 1.61
H -0.78 -1.61 1.27
H -1.61 -1.02 -1.00
H -1.45 1.98 0.02
H -3.17 1.17 -0.25
H -1.99 1.45 -1.61

SMILES   CO[N@@+]1(C)C[C@H]1C
Spin multiplicity   1
E_tot   -8906.7796 eV
HOMO energy   -15.66 eV
Charge   +1

A cluster of 5 separate species, C52H67F32IN2O4 in total in a non-equilibrium geometry, computed with ωB97M-V/def2-TZVPD.

Geometry (Å):
C 4.88 -1.81 0.91
C 5.01 -0.25 0.46
C 6.57 0.04 0.16
C 6.85 1.45 -0.58
C 5.82 2.63 -0.18
C 6.10 3.93 -1.14
C 5.01 3.97 -2.33
C 4.58 5.46 -2.80
C 2.99 5.53 -3.07
C 2.52 4.88 -4.47
C 2.10 3.30 -4.32
C 1.45 2.69 -5.67
C -0.16 2.65 -5.67
C -0.78 1.42 -4.78
C -1.63 0.37 -5.64
C -3.24 0.50 -5.47
C -3.83 -0.97 -5.03
C -5.43 -1.00 -4.91
C -5.82 -0.17 -3.55
C -5.52 -1.02 -2.21
C -5.76 -0.22 -0.83
C -5.31 -1.23 0.37
N -5.09 -2.10 1.20
C -4.93 1.17 -0.69
I -2.96 0.97 -1.59
C -4.68 1.38 0.90
N -4.42 1.37 2.09
C -5.82 2.38 -1.26
C -5.47 3.82 -0.65
C -6.69 4.73 -0.21
C -6.46 6.18 0.36
C -5.01 6.80 0.51
C -3.78 5.89 0.07
C -2.27 6.43 0.16
C -4.04 4.43 -0.50
H 5.84 -2.04 1.51
H 3.95 -1.94 1.60
H 4.79 -2.42 -0.06
H 4.58 0.41 1.31
H 4.37 -0.01 -0.47
H 7.12 0.00 1.17
H 6.93 -0.83 -0.52
H 6.81 1.27 -1.72
H 7.92 1.78 -0.27
H 4.72 2.35 -0.34
H 5.94 2.87 0.94
H 6.03 4.88 -0.49
H 7.15 3.85 -1.64
H 4.02 3.42 -2.06
H 5.49 3.44 -3.24
H 4.87 6.18 -1.94
H 5.18 5.74 -3.76
H 2.70 6.66 -3.11
H 2.42 5.08 -2.18
H 3.38 5.02 -5.23
H 1.57 5.43 -4.82
H 3.12 2.74 -4.18
H 1.49 3.12 -3.37
H 1.92 1.67 -5.93
H 1.76 3.41 -6.53
H -0.57 3.64 -5.27
H -0.52 2.53 -6.75
H 0.12 0.86 -4.29
H -1.36 1.93 -3.93
H -1.36 -0.69 -5.24
H -1.41 0.47 -6.77
H -3.40 1.29 -4.62
H -3.78 0.91 -6.40
H -3.44 -1.73 -5.82
H -3.32 -1.24 -4.03
H -5.84 -2.07 -4.82
H -5.88 -0.44 -5.83
H -5.23 0.80 -3.60
H -6.95 0.06 -3.56
H -4.49 -1.56 -2.26
H -6.29 -1.89 -2.21
H -6.89 -0.01 -0.67
H -6.92 2.15 -0.94
H -5.84 2.48 -2.40
H -7.75 4.33 -0.31
H -7.39 6.78 0.64
H -4.89 7.88 0.90
H -2.21 7.36 -0.54
H -1.55 5.66 -0.31
H -1.95 6.79 1.19
H -3.12 3.84 -0.79
F -11.08 -1.43 -0.35
C -9.95 -1.75 -1.01
F -10.26 -1.72 -2.33
C -9.39 -3.12 -0.62
F -10.21 -4.12 -1.02
F -8.22 -3.29 -1.31
C -9.05 -3.31 0.87
O -10.05 -3.93 1.69
C -11.09 -3.11 2.18
F -10.74 -1.82 2.02
F -11.14 -3.32 3.51
C -12.46 -3.45 1.56
F -12.43 -3.44 0.21
F -13.39 -2.54 1.94
H -9.22 -0.95 -0.82
H -8.21 -4.01 0.90
H -8.66 -2.40 1.33
H -12.79 -4.44 1.88
F 6.82 -3.42 5.23
C 6.52 -3.90 4.01
F 7.08 -3.04 3.11
C 5.02 -4.02 3.75
F 4.42 -2.80 3.70
F 4.85 -4.56 2.50
C 4.24 -4.91 4.74
O 3.59 -4.27 5.85
C 4.39 -3.97 6.98
F 5.55 -4.66 6.89
F 3.73 -4.48 8.05
C 4.59 -2.46 7.18
F 5.07 -1.85 6.08
F 5.48 -2.23 8.18
H 7.02 -4.87 3.89
H 3.40 -5.34 4.17
H 4.82 -5.78 5.06
H 3.65 -1.98 7.44
F 8.38 -7.80 -0.33
C 8.01 -8.29 -1.53
F 8.54 -7.46 -2.46
C 6.49 -8.38 -1.70
F 5.93 -7.15 -1.74
F 6.25 -8.93 -2.93
C 5.73 -9.24 -0.67
O 5.15 -8.56 0.46
C 6.01 -8.27 1.55
F 7.15 -8.99 1.42
F 5.40 -8.75 2.65
C 6.26 -6.77 1.72
F 6.71 -6.19 0.59
F 7.21 -6.54 2.67
H 8.48 -9.27 -1.66
H 4.87 -9.65 -1.20
H 6.31 -10.12 -0.36
H 5.35 -6.25 2.02
F 1.06 2.70 3.73
C 0.54 3.31 2.65
F 1.34 2.98 1.60
C 0.46 4.83 2.79
F 1.69 5.39 2.84
F -0.12 5.32 1.65
C -0.37 5.36 3.98
O 0.34 5.69 5.19
C 0.65 4.62 6.06
F -0.07 3.54 5.72
F 0.21 5.00 7.29
C 2.16 4.34 6.15
F 2.71 4.14 4.93
F 2.40 3.22 6.87
H -0.45 2.88 2.45
H -0.79 6.31 3.65
H -1.24 4.73 4.19
H 2.68 5.18 6.61

SMILES   CCCCCCCCCCCCCCCCCCCC[C@@H](C#N)[C@](I)(C#N)Cc1cccc(C)c1.FC(F)C(F)(F)COC(F)(F)C(F)F.FC(F)C(F)(F)COC(F)(F)C(F)F.FC(F)C(F)(F)COC(F)(F)C(F)F.FC(F)C(F)(F)COC(F)(F)C(F)F
Spin multiplicity   1
E_tot   -161228.4686 eV
HOMO energy   -8.85 eV